# 1
69
Properties=species:S:1:pos:R:3:forces:R:3 method="wB97M-V/def2-TZVPD" total_energy_ha=-5553.5067 total_charge=+3 e_homo_ev="-16.9 / -16.9" lumo_ha="-0.377 / -0.369" homo_lumo_gap_ha="0.24593 / 0.25395" multiplicity=2 de_lowest_kcal_mol=0.0 s2=0.7839
H 2.5402 -2.3134 -0.5823 0.038 -0.037 0.040
C -3.4440 -2.2619 2.3294 0.070 0.085 -0.031
H 2.2169 1.8668 2.2345 0.055 0.023 0.097
H 0.9688 1.8946 3.4459 -0.182 0.022 -0.080
H -6.1452 -1.9781 -3.7681 0.004 -0.004 0.012
H -7.1504 2.8136 -2.9011 -0.015 0.031 0.033
C -5.7393 2.2494 -1.3945 0.047 0.034 0.025
H -4.9352 2.8396 -1.8220 0.002 -0.040 -0.008
N 0.4730 -1.9336 -0.5961 -0.292 0.201 -0.223
C 1.7464 -2.1436 1.4291 0.155 -0.121 -0.006
H -2.3014 2.1355 0.2651 0.018 0.077 -0.010
C 1.6641 -2.6009 -0.0041 0.023 -0.128 0.053
N -1.5528 -0.6449 1.0219 0.127 -0.398 0.370
H 1.6135 1.3551 -1.5598 0.092 -0.049 -0.129
C -2.6108 1.0236 -1.3449 0.354 0.132 -0.028
C -5.5449 1.5397 -0.2020 0.001 0.103 0.047
H -2.3939 0.1391 -3.9742 -0.002 0.032 0.009
H -2.1313 -1.6324 -0.7073 0.046 -0.072 0.022
H -2.5170 -1.3127 -2.9697 0.009 -0.023 -0.013
H 3.6495 -1.0205 0.4642 0.041 0.016 0.020
H 3.7597 0.1416 1.7581 -0.075 -0.044 0.062
H -9.0169 1.5754 -1.8592 0.007 -0.001 0.005
C -2.2856 -1.5734 0.3639 -0.104 0.208 -0.073
C 1.2822 1.4011 2.5258 -0.062 -0.006 0.093
H -8.6763 0.3410 0.2522 -0.009 0.039 0.012
H 0.4509 2.4906 0.9559 0.028 -0.023 -0.043
H 1.5933 -3.6870 -0.0622 -0.099 0.011 -0.087
H 2.0981 -0.1944 -1.5804 0.061 0.086 -0.092
H -6.4562 0.3746 1.3557 0.005 -0.021 -0.017
N 1.8078 -0.6681 1.4156 -0.898 0.177 0.072
C -4.3319 -0.8341 -4.0500 -0.056 -0.063 0.087
C -6.6109 0.8741 0.4080 0.028 -0.043 0.008
C 1.4397 -0.0834 2.7218 0.219 -0.019 0.101
H 2.1593 -0.3153 3.5128 0.129 0.020 -0.136
C -2.7667 -1.2596 3.0106 -0.049 0.041 0.041
O -4.0648 1.4636 1.6771 -0.012 -0.005 -0.015
N -3.0393 1.7548 -0.3048 -0.204 -0.032 -0.013
C -4.2611 1.5685 0.4978 0.133 -0.029 -0.026
C -7.8514 0.8727 -0.2020 -0.044 -0.006 -0.023
H -1.3667 0.3094 2.8669 0.066 -0.020 0.093
H -4.0378 -1.3361 -4.9715 -0.012 0.023 -0.024
H 0.8484 -2.4390 1.9760 -0.016 -0.031 -0.026
C -5.2306 -1.7511 -3.2237 0.042 0.014 -0.008
H -4.4143 0.5386 -2.0011 0.005 0.013 -0.012
H -2.9485 -1.0781 4.0612 0.004 0.018 -0.017
C 3.1298 -0.1849 0.9278 0.098 0.042 0.054
Br -4.6295 -3.3748 3.2018 -0.136 -0.095 0.077
H -4.8731 0.0689 -4.3456 0.038 0.001 -0.040
C -8.0401 1.5653 -1.3935 0.025 -0.042 -0.030
S -0.8532 0.9575 -1.6129 -0.774 -0.121 -0.085
H -4.7323 -2.6997 -3.0117 -0.001 0.010 0.009
H -3.7672 -3.1110 0.3706 0.029 0.007 -0.013
N 0.2962 1.5917 1.4089 -0.389 -0.029 -0.138
H 3.8830 1.0604 -0.6548 -0.037 -0.026 -0.069
C -6.9884 2.2583 -1.9870 -0.053 -0.028 -0.030
H 2.6018 -2.5938 1.9405 0.038 0.117 0.019
Fe 0.1685 0.0004 0.0967 1.850 -0.204 0.490
N 1.8237 0.5613 -0.9565 -0.204 0.139 -0.062
C -3.2178 -2.3883 0.9590 -0.067 0.043 -0.047
N -3.4153 0.4040 -2.1556 -0.049 -0.087 -0.091
H 0.5288 -1.9515 -1.6132 -0.077 -0.087 -0.009
C -1.8560 -0.4846 2.3266 -0.036 -0.051 -0.221
H -0.3371 -2.4965 -0.3565 -0.071 -0.024 -0.071
C -3.0569 -0.4314 -3.3257 -0.024 0.088 0.032
H -0.6304 1.6600 1.8188 -0.062 0.193 -0.005
H 2.7316 1.8846 0.3635 0.031 0.039 0.024
C 2.9624 0.9244 -0.0858 0.160 -0.020 -0.053
H -5.5313 -1.3043 -2.2695 -0.022 0.006 -0.020
H 0.4917 -0.5287 3.0115 0.056 -0.063 0.119



# 2
70
Properties=species:S:1:pos:R:3:forces:R:3 method="wB97M-V/def2-TZVPD" total_energy_ha=-5660.3979 total_charge=+1 e_homo_ev="-9.5 / -10.5" lumo_ha="-0.135 / -0.135" homo_lumo_gap_ha="0.21325 / 0.25114" multiplicity=2 de_lowest_kcal_mol=41.3 s2=0.7545
H 2.6074 -1.3376 -4.8479 -0.023 -0.007 0.113
H 2.7079 -0.3809 -3.3756 -0.049 -0.118 -0.055
H -0.9814 -1.1474 -3.7766 0.122 0.036 -0.028
H -1.8384 3.2995 -2.5559 0.061 -0.056 0.016
H 0.5909 -3.7371 -4.1762 -0.005 0.058 0.072
O -1.5580 -0.7437 -0.3090 0.094 0.037 0.212
C 1.0563 -1.7690 -3.4042 0.053 -0.091 -0.045
H 3.1947 -2.0953 -3.3716 -0.094 0.063 -0.027
H -2.6529 1.3003 -0.4301 -0.012 -0.039 -0.027
H 2.0013 1.6371 -1.4863 -0.111 -0.099 -0.048
C -1.0027 4.3164 -0.1159 0.103 0.100 0.034
H -1.1669 4.4287 0.9602 -0.022 -0.002 -0.038
H -2.0124 -0.9471 2.7445 -0.021 -0.071 0.035
H -1.6286 1.8628 5.2474 -0.020 0.015 -0.025
H -2.4073 -0.5681 4.4187 -0.009 0.051 -0.032
C 2.8671 1.8304 -0.8612 0.124 0.059 0.080
C -1.2453 -2.9025 0.6374 0.350 -0.164 0.408
H -0.0023 4.6838 -0.3560 -0.033 0.011 -0.034
H 1.4787 -3.7613 -2.6668 -0.040 0.039 -0.025
H 2.7838 2.8525 -0.4854 0.069 0.012 0.012
O -0.0408 2.1069 0.0156 -0.164 -0.259 0.088
H -0.3865 2.6962 4.3183 0.046 -0.003 0.066
H -1.7301 4.9487 -0.6258 0.019 -0.010 0.019
H 3.5843 -0.7164 -1.0325 -0.139 -0.146 -0.168
H -0.0912 -0.1227 5.3617 0.001 0.005 -0.055
H -1.1421 1.6850 -2.3483 -0.008 0.034 0.009
H -0.2182 -0.4160 -2.3971 -0.222 0.325 0.445
C 3.0072 0.8436 0.2976 -0.246 0.452 0.027
H -2.5376 2.3104 1.0207 -0.016 0.036 -0.005
C -1.8897 -2.0516 -0.2224 0.049 0.831 -0.258
H -3.0095 0.4606 3.1083 0.035 -0.031 -0.006
C 2.8995 -0.5844 -0.1945 -0.281 -0.016 -0.168
Cl -3.7183 -1.5104 -2.0868 0.010 -0.108 0.023
H 5.1508 0.8941 0.3553 -0.057 0.030 0.057
C -0.9182 0.7271 3.5710 0.133 0.117 -0.119
C -1.5390 -4.2482 0.7605 0.127 -0.019 0.115
H -0.2498 -3.3314 -2.6851 0.067 0.021 -0.024
C 0.2004 0.0311 4.3213 0.180 -0.031 -0.041
O 1.8825 0.9686 1.2429 0.230 0.363 -0.687
H -0.0802 3.1091 -2.4027 -0.069 -0.001 0.009
Cl -0.6731 -5.2088 1.8898 -0.060 0.017 -0.069
Ge 0.7740 2.4984 1.7475 0.298 0.311 -0.027
C 2.4578 -1.3807 -3.7563 -0.104 0.004 -0.034
C 0.7033 -3.2112 -3.2140 0.030 0.068 -0.061
H 4.3937 0.4141 1.8882 0.003 0.059 -0.074
C -0.0301 -0.7441 -3.4091 0.167 -0.341 -0.599
C -2.4950 2.3147 -0.0699 -0.056 -0.019 0.119
N 1.4884 -0.8501 -0.5565 0.830 0.961 0.737
H -3.3093 2.9396 -0.4401 0.016 -0.011 0.002
H 1.3768 -1.7297 -1.0522 -0.211 0.111 -0.320
Cl -2.9288 -6.4345 0.0518 -0.016 -0.077 0.004
H 0.4345 -0.9410 3.8910 0.006 -0.009 0.033
H 3.7615 1.7734 -1.4859 -0.038 0.027 0.049
H 3.1992 -1.2592 0.6035 0.069 -0.212 0.128
C -2.1589 -0.1328 3.4491 -0.215 -0.001 -0.043
O -0.4743 1.0587 2.1989 0.098 -0.461 -0.146
Cl -0.0079 -2.1298 1.6017 -0.101 -0.082 0.004
C 4.3072 1.0788 1.0247 0.101 -0.059 0.345
H 4.3681 2.1106 1.3751 0.022 -0.022 -0.026
C -1.1759 2.8771 -0.5608 0.271 -0.132 -0.013
Cl -4.4415 -4.5730 -1.9438 -0.003 0.011 0.008
H 0.2264 0.1430 -3.9983 0.006 -0.122 0.038
H 1.1091 0.6375 4.3107 -0.013 -0.002 0.018
W 0.1221 0.0572 0.4318 -0.882 -1.556 0.609
C -1.2588 2.0465 4.2382 -0.100 0.137 0.003
C -3.2161 -3.9318 -0.9377 -0.020 0.111 -0.069
C -1.0471 2.7333 -2.0585 0.049 0.020 -0.229
C -2.5361 -4.7748 -0.0476 -0.077 0.006 -0.054
H -2.0345 2.5730 3.6772 0.021 -0.022 0.033
C -2.9001 -2.5761 -1.0161 -0.320 -0.142 -0.295



# 3
71
Properties=species:S:1:pos:R:3:forces:R:3 method="wB97M-V/def2-TZVPD" total_energy_ha=-3604.7176 total_charge=+1 e_homo_ev=-9.9 lumo_ha=-0.185 homo_lumo_gap_ha=0.17821 multiplicity=1
C -1.1289 -0.8732 -0.5370 3.383 2.533 1.562
C 1.5246 -0.4497 0.4807 0.163 0.358 -0.345
O -0.2481 -4.1617 -0.2179 0.409 3.098 3.655
H -6.2365 2.3558 -0.7406 2.158 -0.096 -1.571
C 6.5677 -1.5359 0.2552 0.467 1.204 -0.532
C 3.1835 -2.5471 1.3290 -2.844 2.188 -1.197
S -0.3583 3.8799 -2.8409 0.052 -0.552 1.712
H -5.4092 1.1462 -1.9629 0.122 2.190 1.098
S 5.8406 -3.2471 0.5630 -0.311 0.530 0.614
H 3.8280 -0.2159 1.4424 -2.399 -1.695 -0.888
C 1.1583 2.6417 2.8616 0.500 0.460 1.225
H -2.0529 0.2789 -3.7849 -2.126 1.034 1.391
H 3.4070 1.6992 0.2334 -1.298 0.176 0.448
H 1.7182 1.6786 4.8500 -1.912 -0.410 -1.735
H -3.7731 3.5171 -0.4754 0.629 -2.666 -0.526
H -3.2786 3.1723 -3.6833 0.172 -2.128 -1.393
P -2.7477 -1.7178 -1.0022 -1.334 0.212 0.526
H 7.7379 -1.6333 0.3792 -2.474 0.186 -0.079
C -3.0008 0.8520 -3.3402 0.080 -0.379 -2.037
H 5.1520 -0.9902 -1.5826 2.303 -0.104 0.665
H -4.1069 1.9064 0.4400 0.905 0.775 -2.389
H -5.3615 2.9879 -2.3777 0.101 -1.598 2.184
H 1.3454 3.6576 3.4601 -0.495 -2.161 -1.413
C -5.3100 2.2185 -1.4698 -0.200 -0.552 -0.695
H -4.2794 -3.6389 -0.7413 2.533 0.948 0.033
H -2.3221 -4.7340 1.3522 -1.526 1.957 -0.587
H 5.0095 -2.3070 2.7501 -1.076 -1.472 -1.628
C -0.0683 1.6335 -0.4805 3.169 -2.244 2.609
Cl 2.3802 -5.3744 1.0375 -1.074 3.305 -0.545
H 4.4616 -4.1117 2.5602 0.233 2.103 -1.640
H 6.9613 -1.5341 -2.0673 -1.627 1.111 1.710
H -3.4280 -0.1220 0.9805 -1.299 -1.587 -1.197
H -2.6342 -2.8898 1.7069 -0.998 -1.979 -1.058
H -2.2995 2.3192 -5.0672 -1.826 -0.423 1.707
H 6.1701 -0.7563 1.0400 0.770 -1.639 -1.432
H -2.6195 -4.3482 -1.1700 -0.806 2.206 1.475
H 0.2529 2.8526 2.1537 1.740 -0.709 1.167
C 2.5683 2.2659 2.1291 0.942 0.867 1.276
H -4.6809 -1.6307 0.8308 1.666 1.140 -0.771
C -3.9941 -0.8733 0.2847 -0.734 1.104 -1.131
C 4.5898 -3.0919 1.9739 -0.894 1.068 0.449
N -1.2186 0.6548 -0.8175 2.587 -2.027 1.883
H 1.1463 0.4103 3.5791 -0.933 2.320 0.860
H 1.2963 4.6088 0.4738 0.107 -0.284 -1.380
H -4.1194 -4.1405 1.5416 2.318 0.853 -0.922
H 3.3211 3.1768 2.2932 -1.595 -1.970 -0.535
C 1.9753 -3.5344 0.8250 -0.268 2.846 -0.154
C 0.8897 1.4936 4.0105 1.012 -0.080 0.133
O -0.2722 -3.9957 -2.2938 1.890 -2.532 2.233
C 1.3296 1.1573 0.2253 -2.100 -2.292 -0.856
C -3.2023 2.1741 -4.3210 -0.312 0.836 -0.217
N 0.1539 -4.6980 -1.3832 -1.452 1.947 -5.434
H -4.1951 2.0771 -4.9691 2.147 0.069 1.510
C -3.0523 -3.8294 1.1261 0.590 -0.348 0.190
O 1.2729 4.4274 -0.5126 -3.428 -2.158 1.651
P -0.2148 3.5332 -0.8897 0.549 3.093 -1.825
H -2.0612 4.8852 -0.4944 1.411 -0.960 0.355
H -4.7244 -0.2883 -0.4589 1.627 -1.024 1.899
C 0.2640 -1.4304 0.0375 0.679 -0.803 -0.282
P -2.5685 1.4673 -1.6208 0.882 1.330 -0.954
H -0.1631 1.5422 4.5179 2.026 -0.127 -1.131
C -3.8548 2.3425 -0.6425 -3.779 0.598 1.668
C 6.2871 -0.9640 -1.2776 0.537 0.478 0.440
N 2.5026 2.0169 0.6457 -2.550 -1.291 -0.158
H 3.0511 1.3629 2.7298 -1.077 1.650 -1.237
C 0.5206 -3.0117 0.1726 4.753 0.547 1.979
H 6.6519 0.1690 -1.2605 -0.794 -2.399 -0.163
C 2.9479 -0.9493 1.1196 -2.471 -3.549 -0.760
O -1.4110 4.3621 0.0595 1.492 -1.446 -1.298
C -3.1115 -3.4885 -0.5116 -1.089 -2.627 1.238
H -3.9592 0.1895 -3.4566 1.999 0.996 0.552



Here are the calculated max |F| numbers, same order: 0.0374, 0.0367, 0.1157 (hartree/bohr).
Here are the calculated molar mass numbers, same order: 582.4, 812.2, 599.1 (g mol⁻¹).